{"formula": "C33H36Cl2FeI2N3O2", "method": "ωB97M-V with the def2-TZVPD basis set", "mol_weight_g_mol": 887.23, "lumo_energy_ev": [-3.06, -3.04], "e_above_lowest_kcal_mol": 6.82, "homo_lumo_gap_ha": [0.260, 0.261], "e_tot_ev": -119001.49025, "e_homo_ev": [-10.13, -10.13], "charge": 1, "species": ["Fe", "I", "C", "I", "H", "H", "C", "C", "C", "C", "C", "C", "C", "N", "C", "C", "C", "C", "C", "C", "C", "N", "C", "C", "C", "C", "H", "H", "H", "H", "H", "H", "H", "H", "H", "H", "H", "H", "H", "H", "H", "H", "H", "H", "H", "H", "H", "H", "H", "H", "Cl", "C", "C", "C", "C", "C", "Cl", "C", "N", "C", "C", "C", "C", "C", "C", "C", "C", "O", "O", "H", "H", "H", "H", "H", "H", "H", "H", "H", "H"], "xyz": [[-0.0363, -0.1375, 0.2590], [2.6642, 0.0880, -0.0447], [2.2480, 2.1026, -0.5656], [0.2443, 2.2145, -1.2648], [2.9188, 2.4246, -1.3526], [2.3279, 2.7268, 0.3158], [-6.7569, -1.4618, 0.5467], [-6.2514, -0.0962, 1.0350], [-6.6429, 0.0767, 2.5021], [-6.9042, 1.0226, 0.2099], [-4.7460, -0.0297, 0.8309], [-4.2021, -0.2011, -0.4460], [-2.8397, -0.1493, -0.6246], [-1.9952, 0.0813, 0.3844], [-2.4867, 0.2501, 1.6188], [-3.8508, 0.2024, 1.8682], [-1.4548, 0.4789, 2.6635], [-1.7107, 0.3656, 4.0145], [-0.6840, 0.5249, 4.9457], [0.5682, 0.8452, 4.4392], [0.7529, 0.9367, 3.0716], [-0.2227, 0.7466, 2.1913], [-0.9632, 0.3324, 6.4277], [0.3131, 0.4259, 7.2636], [-1.5872, -1.0550, 6.6396], [-1.9447, 1.4204, 6.8866], [-7.8332, -1.5311, 0.7066], [-6.2793, -2.2766, 1.0933], [-6.5706, -1.6093, -0.5169], [-7.7263, 0.0052, 2.5944], [-6.3467, 1.0527, 2.8907], [-6.2075, -0.7007, 3.1329], [-7.9852, 0.9980, 0.3500], [-6.7032, 0.9088, -0.8555], [-6.5427, 2.0035, 0.5223], [-4.8340, -0.3845, -1.3028], [-2.3923, -0.3067, -1.5979], [-4.2096, 0.3550, 2.8738], [-2.7063, 0.1136, 4.3483], [1.4173, 0.9982, 5.0879], [1.7319, 1.1617, 2.6687], [1.0416, -0.3330, 6.9695], [0.0696, 0.2622, 8.3131], [0.7812, 1.4083, 7.1868], [-0.9503, -1.8393, 6.2260], [-2.5705, -1.1372, 6.1763], [-1.7115, -1.2411, 7.7065], [-1.5181, 2.4155, 6.7530], [-2.1745, 1.2877, 7.9443], [-2.8826, 1.3749, 6.3317], [0.5420, -6.2393, 4.2368], [1.4088, -4.7801, 3.8570], [1.6374, -3.8707, 4.8692], [2.3276, -2.7010, 4.5979], [2.7714, -2.4646, 3.3103], [2.5495, -3.3935, 2.3092], [3.1755, -3.0236, 0.7256], [1.8681, -4.5955, 2.5395], [1.6979, -5.6002, 1.6157], [1.5281, -5.4947, 0.2024], [2.3941, -6.2286, -0.6029], [2.2545, -6.2218, -1.9785], [1.2505, -5.4628, -2.5632], [0.3819, -4.7406, -1.7647], [0.4905, -4.7581, -0.3769], [-0.5055, -3.9875, 0.4541], [-0.2876, -2.4970, 0.3749], [-0.0323, -1.8105, 1.4090], [-0.3638, -1.8837, -0.7344], [1.2828, -4.0952, 5.8656], [2.5316, -1.9900, 5.3861], [3.3278, -1.5677, 3.0732], [1.4130, -6.4807, 2.0122], [3.1868, -6.7926, -0.1293], [2.9340, -6.7971, -2.5928], [1.1381, -5.4429, -3.6389], [-0.4077, -4.1548, -2.2171], [-0.4815, -4.2890, 1.4988], [-1.5139, -4.1714, 0.0737]], "forces_ev_per_a": [[-0.550, 0.057, 1.328], [-0.003, -0.091, 0.028], [0.029, 0.046, -0.058], [-0.018, -0.168, 0.039], [-0.010, 0.015, 0.004], [0.013, 0.008, -0.018], [-0.009, 0.000, 0.011], [-0.008, 0.002, 0.007], [0.002, 0.007, -0.013], [-0.012, -0.006, 0.007], [0.045, -0.011, -0.057], [-0.042, 0.037, 0.098], [-0.001, 0.049, -0.050], [0.155, -0.421, 0.179], [0.080, 0.062, -0.012], [0.052, 0.038, -0.013], [-0.021, 0.010, -0.094], [0.019, 0.036, -0.041], [0.004, -0.012, -0.029], [-0.001, -0.017, 0.039], [-0.045, 0.092, -0.014], [0.157, 0.031, -0.525], [0.009, 0.025, 0.025], [-0.006, -0.002, -0.011], [0.008, -0.010, -0.003], [0.005, -0.015, 0.017], [-0.011, 0.002, -0.003], [0.000, -0.001, 0.008], [0.009, -0.001, -0.009], [-0.007, -0.003, 0.001], [0.011, 0.011, 0.003], [-0.002, -0.010, 0.002], [-0.014, -0.001, -0.004], [-0.001, 0.001, -0.008], [0.000, 0.008, 0.009], [-0.006, -0.003, -0.006], [0.034, -0.042, 0.038], [0.002, 0.006, 0.007], [-0.019, -0.006, -0.001], [0.005, 0.003, 0.002], [0.011, -0.051, -0.018], [-0.005, 0.005, 0.008], [-0.004, -0.004, 0.007], [0.005, 0.012, -0.006], [0.015, -0.004, 0.007], [-0.009, -0.002, -0.022], [-0.009, 0.003, 0.016], [0.005, 0.007, -0.001], [-0.006, -0.002, 0.009], [-0.012, 0.001, 0.002], [-0.010, -0.007, 0.004], [0.031, -0.016, 0.047], [0.009, -0.020, -0.014], [-0.024, 0.040, -0.009], [0.005, 0.000, -0.007], [-0.066, 0.093, 0.041], [0.102, -0.130, -0.017], [0.026, 0.019, -0.007], [-0.052, 0.010, -0.090], [-0.064, -0.022, -0.058], [-0.047, 0.025, 0.014], [0.023, 0.009, -0.006], [0.011, -0.003, -0.022], [-0.007, -0.018, 0.010], [0.132, -0.052, 0.031], [-0.081, 0.108, 0.047], [0.115, 0.078, -0.222], [-0.135, 0.183, -0.432], [0.203, 0.002, -0.175], [-0.015, 0.004, 0.002], [-0.004, 0.015, 0.010], [-0.008, 0.017, -0.023], [-0.027, -0.021, 0.008], [0.006, -0.003, 0.010], [0.001, -0.005, -0.002], [0.000, 0.001, -0.002], [-0.010, 0.009, -0.004], [0.011, 0.023, 0.004], [0.032, -0.033, -0.023]], "lowdin_charge": [0.13, 1.06, -1.04, 0.98, -0.02, -0.02, -0.03, -0.56, -0.06, -0.03, -0.13, 0.02, -0.08, 0.01, -0.15, 0.07, -0.17, 0.06, -0.13, 0.02, -0.10, 0.05, -0.55, -0.05, -0.03, -0.03, 0.09, 0.10, 0.08, 0.09, 0.09, 0.09, 0.09, 0.08, 0.09, 0.12, 0.12, 0.11, 0.12, 0.11, 0.08, 0.08, 0.09, 0.09, 0.09, 0.08, 0.09, 0.09, 0.09, 0.08, 0.73, -0.58, -0.11, -0.09, -0.12, -0.55, 0.70, -0.30, 0.07, -0.25, -0.03, -0.07, -0.07, -0.03, -0.17, -0.02, -0.59, -0.04, -0.07, 0.11, 0.10, 0.10, 0.09, 0.12, 0.11, 0.11, 0.12, 0.12, 0.14]}


{"formula": "C33H36Cl2GeIrN2O4SSi", "method": "ωB97M-V with the def2-TZVPD basis set", "mol_weight_g_mol": 920.55, "lumo_energy_ev": [4.35, 4.35], "e_above_lowest_kcal_mol": 57.57, "homo_lumo_gap_ha": [0.193, 0.187], "multiplicity": 2, "e_tot_ev": -149088.61476, "e_homo_ev": [-0.89, -0.74], "charge": -2, "species": ["Ir", "C", "C", "C", "O", "C", "O", "O", "H", "H", "H", "H", "H", "H", "H", "C", "Si", "C", "C", "C", "C", "C", "C", "N", "C", "S", "H", "H", "H", "H", "H", "H", "H", "H", "H", "H", "H", "H", "O", "C", "N", "Cl", "C", "Cl", "H", "H", "C", "Ge", "C", "C", "C", "C", "C", "C", "C", "C", "C", "C", "C", "C", "C", "C", "C", "C", "C", "C", "H", "H", "H", "H", "H", "H", "H", "H", "H", "H", "H", "H", "H", "H", "H"], "xyz": [[-1.0303, -0.1393, -0.3352], [-3.1408, -3.9061, -1.7639], [-2.2931, -3.1949, -0.7151], [-2.3172, -3.9497, 0.6085], [-2.7842, -1.8637, -0.5720], [-0.8201, -3.1761, -1.2222], [-0.3160, -4.2709, -1.4861], [-0.2691, -2.0376, -1.3393], [-4.1671, -4.0297, -1.4065], [-2.7061, -4.8800, -1.9831], [-3.1566, -3.3120, -2.6799], [-3.3353, -4.0130, 1.0018], [-1.6937, -3.4450, 1.3467], [-1.9163, -4.9506, 0.4532], [-3.0826, -1.7097, 0.3587], [-4.0439, -2.3131, 5.4239], [-2.5154, -1.2058, 5.4349], [-3.0675, 0.5872, 5.5773], [-1.6037, -1.6753, 7.0369], [-1.2824, -1.3891, 4.0339], [0.0393, -1.7133, 4.2716], [0.9616, -1.7582, 3.2273], [0.5273, -1.4050, 1.9720], [-0.7405, -1.0763, 1.6972], [-1.6814, -1.1181, 2.6844], [-3.3373, -0.9183, 2.3106], [-4.6406, -2.1601, 6.3290], [-3.7754, -3.3715, 5.3684], [-4.6584, -2.0740, 4.5587], [-3.8449, 0.7113, 6.3368], [-3.4789, 0.9063, 4.6185], [-2.2366, 1.2525, 5.8233], [-2.2713, -1.5472, 7.8933], [-0.7195, -1.0565, 7.2093], [-1.2843, -2.7210, 7.0179], [0.3635, -1.9502, 5.2801], [1.9912, -2.0462, 3.3896], [1.1983, -1.4054, 1.1234], [-3.0986, 3.2967, 1.3793], [-2.6933, 2.3664, 0.7392], [-2.3500, 1.4674, 0.0487], [-3.9250, 2.0167, -4.2520], [-3.3970, 0.9683, -2.9133], [-1.8240, 0.2352, -3.2230], [-4.1255, 0.1747, -2.7995], [-3.2994, 1.5514, -2.0026], [0.5529, 0.8249, -0.7240], [1.9360, 1.4783, -1.7793], [1.9891, 0.6968, -3.6020], [2.6185, 1.3404, -4.6661], [2.6011, 0.7925, -5.9430], [1.9407, -0.4083, -6.1715], [1.3122, -1.0624, -5.1189], [1.3387, -0.5139, -3.8431], [3.7195, 1.1186, -0.9696], [4.9323, 1.5452, -1.5071], [6.1383, 1.2095, -0.9038], [6.1508, 0.4349, 0.2488], [4.9505, 0.0012, 0.7976], [3.7496, 0.3453, 0.1908], [1.8449, 3.4309, -2.1054], [2.6056, 4.3400, -1.3726], [2.3860, 5.7080, -1.4780], [1.3912, 6.1900, -2.3172], [0.6130, 5.2966, -3.0435], [0.8421, 3.9324, -2.9364], [3.1220, 2.2878, -4.4955], [3.0928, 1.3056, -6.7625], [1.9126, -0.8294, -7.1703], [0.7951, -1.9986, -5.2922], [0.8481, -1.0279, -3.0191], [4.9357, 2.1497, -2.4092], [7.0741, 1.5518, -1.3323], [7.0921, 0.1711, 0.7175], [4.9502, -0.6042, 1.6968], [2.8034, 0.0171, 0.6094], [3.3708, 3.9657, -0.7000], [2.9827, 6.4014, -0.8957], [1.2090, 7.2559, -2.3899], [-0.1808, 5.6658, -3.6822], [0.2210, 3.2359, -3.4911]], "forces_ev_per_a": [[3.067, 0.602, 0.242], [-0.057, 0.078, -0.014], [0.408, -0.228, -0.134], [-0.045, 0.016, 0.072], [-0.060, 0.533, 0.246], [-0.410, 0.048, 0.143], [0.096, 0.107, -0.090], [0.510, 0.720, 0.412], [0.008, 0.039, 0.016], [-0.002, -0.004, 0.003], [-0.022, -0.009, -0.006], [0.008, 0.008, -0.001], [-0.039, -0.012, 0.017], [-0.028, -0.004, -0.056], [-0.178, 0.031, -0.036], [0.092, -0.012, -0.100], [-0.210, 0.053, 0.171], [0.010, -0.056, -0.047], [0.014, 0.078, -0.093], [-0.034, 0.041, -0.115], [-0.090, -0.024, 0.040], [0.078, 0.038, 0.099], [0.035, -0.124, -0.141], [-0.878, -0.071, -0.143], [0.346, -0.116, 0.159], [-0.139, 0.085, 0.000], [0.100, 0.027, 0.061], [0.014, 0.006, -0.007], [0.004, -0.029, -0.017], [0.027, -0.043, 0.037], [0.017, 0.014, -0.004], [0.024, -0.037, 0.011], [-0.016, 0.003, -0.010], [-0.008, 0.006, 0.002], [-0.005, -0.001, -0.001], [0.011, 0.005, -0.008], [0.018, 0.032, -0.030], [-0.063, -0.028, -0.037], [-0.006, -0.089, -0.030], [0.043, 0.059, -0.009], [0.832, -0.515, 0.025], [-0.107, 0.134, -0.095], [0.324, -0.289, 0.212], [-0.466, 0.074, -1.067], [-0.018, 0.015, -0.013], [-0.034, 0.055, -0.014], [-3.322, -1.027, 0.242], [0.622, -0.131, -0.298], [-0.165, 0.019, 0.091], [0.023, -0.005, 0.060], [0.003, -0.007, -0.013], [0.004, 0.008, 0.031], [0.063, 0.029, -0.060], [0.025, -0.033, 0.122], [-0.257, -0.017, 0.099], [-0.072, 0.017, -0.014], [0.050, 0.022, -0.018], [-0.050, -0.006, 0.017], [0.022, 0.024, -0.023], [0.000, 0.026, -0.025], [-0.253, -0.049, 0.306], [0.027, -0.089, -0.046], [0.054, 0.050, -0.044], [-0.023, -0.055, 0.024], [0.064, 0.041, -0.035], [0.023, -0.084, -0.048], [-0.027, 0.021, -0.048], [-0.003, 0.009, 0.004], [0.003, -0.007, 0.001], [-0.009, -0.001, 0.031], [-0.012, -0.016, -0.045], [0.028, -0.009, -0.001], [-0.011, 0.000, -0.014], [0.000, 0.001, -0.005], [-0.003, 0.002, -0.002], [0.056, 0.000, 0.048], [0.001, 0.050, 0.021], [0.010, -0.016, 0.005], [-0.002, 0.000, 0.000], [-0.004, -0.022, -0.005], [-0.037, 0.037, -0.003]], "mulliken_spin": [0.24, 0.00, 0.01, 0.00, 0.01, 0.00, 0.00, 0.06, 0.00, 0.00, 0.00, 0.00, 0.00, 0.00, 0.00, 0.00, 0.00, 0.00, 0.00, 0.00, 0.00, 0.00, 0.00, 0.02, -0.01, 0.00, 0.00, 0.00, 0.00, 0.00, 0.00, 0.00, 0.00, 0.00, 0.00, 0.00, 0.00, 0.00, 0.00, -0.01, 0.00, 0.00, 0.00, 0.00, 0.00, 0.00, 0.69, -0.10, 0.06, 0.02, 0.00, 0.00, 0.01, -0.02, 0.00, 0.01, 0.00, 0.00, 0.00, 0.02, 0.01, 0.01, -0.01, 0.01, -0.01, 0.01, 0.00, 0.00, 0.00, 0.00, -0.03, 0.00, 0.00, 0.00, 0.00, -0.03, 0.00, 0.00, 0.00, 0.00, 0.00]}